No. 1
Molecular formula: C4H11NS2
Method: DFT, wB97M-V/def2-TZVPD

Values from the calculation:
HOMO level, eV: -8.8
Total charge: 0
SMILES string: CCSSCCN
LUMO energy, Ha: 0.03072
Energy above the lowest of the compared OMol25 structures with the same formula, charge and spin, kcal per mole: 11.9

Positions of all 18 atoms, in Å:
C -1.6271 -1.7541 -2.7268
C -1.4708 -0.5184 -1.8982
S -1.1337 -0.8630 -0.1208
S 0.7957 -0.4690 0.1185
C 0.8641 1.3196 0.3800
C 0.7798 1.8478 1.8295
N 2.1099 1.7608 2.5418
H -1.8244 -1.5442 -3.7735
H -0.7464 -2.4141 -2.7035
H -2.3840 -2.4262 -2.3194
H -0.8140 0.2492 -2.2833
H -2.4615 -0.0348 -1.8905
H 1.7998 1.6565 -0.0738
H 0.0619 1.7933 -0.1802
H 0.4632 2.8890 1.8459
H 0.0323 1.2711 2.3691
H 2.4054 2.7211 2.6366
H 2.7773 1.3864 1.8916

Forces on the atoms, in the same order (eV/Å):
0.960 -1.453 -0.088
-1.324 0.452 0.581
-0.967 0.033 -0.395
1.086 0.035 0.120
-0.237 0.962 0.430
1.078 -0.773 0.031
-1.191 0.446 -0.415
-0.239 0.130 -0.088
0.152 0.482 -0.051
-0.388 0.356 -0.091
0.546 -0.130 -0.028
0.229 0.027 0.191
0.021 -0.023 -0.014
-0.114 -0.184 -0.283
-0.133 0.037 -0.222
-0.055 -0.081 0.111
0.242 0.145 0.361
0.335 -0.461 -0.151

***

No. 2
Molecular formula: C24H24As2CsF6N6O7S2
Method: DFT, wB97M-V/def2-TZVPD

Values from the calculation:
HOMO level (alpha / beta), eV: -3.3 / -3.3
Total charge: -2
LUMO energy (alpha / beta), Ha: 0.13882 / 0.10999
Energy above the lowest of the compared OMol25 structures with the same formula, charge and spin, kcal per mole: 43.3
Spin multiplicity: 2

Positions of all 72 atoms, in Å:
Cs -0.9491 -0.9662 -1.0255
N 0.5317 0.6752 3.4735
C 0.7771 1.1913 2.2579
N 1.8475 1.0236 1.5585
C 2.8329 0.1854 2.0554
N 3.8221 -0.1654 1.3119
N 3.8775 0.2985 0.0536
C 3.3768 -0.4309 -0.8598
C 3.4201 -0.0592 -2.2763
C 3.3582 -1.0622 -3.2457
C 3.3514 -0.7151 -4.5832
C 3.4116 0.6275 -4.9207
C 3.4646 1.5567 -3.8928
N 3.4645 1.2389 -2.6057
C 2.7126 -0.3177 3.4231
C 3.7126 -1.0519 4.0562
C 3.4999 -1.5801 5.3143
C 2.2742 -1.3939 5.9492
C 1.2749 -0.6634 5.3423
C 1.4894 -0.1065 4.0823
H -0.4626 0.6138 3.7103
H -0.0213 1.8061 1.8626
H 2.8963 -1.3803 -0.5970
H 3.2560 -2.0969 -2.9471
H 3.2508 -1.4765 -5.3436
H 3.3788 0.9499 -5.9531
H 3.4835 2.6207 -4.1156
H 4.6415 -1.2094 3.5247
H 4.2770 -2.1579 5.8002
H 2.1007 -1.8358 6.9227
H 0.3079 -0.5304 5.8102
O -3.7307 1.6968 1.4450
S -2.7844 0.7045 1.9326
O -2.2487 1.0485 3.2524
O -1.7583 0.3782 0.9534
C -3.7842 -0.7863 2.1945
C -5.1519 -0.5456 2.2781
C -6.0554 -1.5705 2.4995
C -5.5878 -2.8713 2.6349
C -4.2269 -3.1164 2.5470
C -3.3120 -2.0898 2.3298
S -1.5706 -2.6414 2.2224
O -1.5928 -3.9937 2.7563
O -0.8229 -1.7024 3.0325
O -1.2520 -2.6018 0.7989
H -5.4898 0.4736 2.1506
H -7.1147 -1.3517 2.5563
H -6.2725 -3.6936 2.8033
H -3.8309 -4.1161 2.6520
O -3.4896 2.0475 -3.9146
C -2.5371 1.5608 -3.4041
N -1.5702 1.0584 -2.8974
F 0.5133 -1.3726 -3.2871
As -0.4074 -2.1668 -4.5424
F -0.1195 -3.7096 -3.8033
F -1.8340 -1.9201 -3.5961
F -1.3209 -2.9844 -5.7855
F -0.6312 -0.6850 -5.4161
F 1.0522 -2.4192 -5.4867
C 1.2712 3.2108 -0.7729
As -0.2902 2.4242 -1.8075
C -1.7491 3.4373 -1.0315
C 0.0841 3.3341 -3.5019
H 1.2396 4.2876 -0.9558
H 2.1965 2.7725 -1.1441
H 1.1625 2.9844 0.2822
H -1.4017 4.4191 -0.7106
H -2.1346 2.8825 -0.1734
H -2.5471 3.5588 -1.7628
H -0.7494 3.9810 -3.7755
H 0.1936 2.5657 -4.2668
H 0.9958 3.9238 -3.4280

Forces on the atoms, in the same order (eV/Å):
0.794 -0.154 -1.389
-0.148 0.027 -0.106
0.183 -0.020 -0.016
-0.252 0.176 -0.038
0.208 0.171 -0.663
-0.008 -0.664 1.108
-0.043 0.485 -1.006
0.039 -0.100 0.698
-0.039 0.132 -0.624
-0.039 0.104 0.151
0.048 0.047 -0.060
0.003 -0.050 0.017
-0.014 0.000 -0.051
0.074 -0.042 0.177
-0.319 0.012 0.312
-0.062 0.003 0.041
0.172 -0.056 -0.032
-0.094 0.034 0.001
-0.105 0.003 0.044
0.426 -0.161 -0.038
-0.001 -0.030 0.109
-0.045 -0.025 0.002
0.072 0.012 -0.108
0.020 -0.006 0.019
-0.001 0.010 0.022
0.001 0.007 0.008
0.010 -0.014 -0.014
0.006 -0.003 -0.001
0.000 0.007 -0.015
-0.027 0.009 0.002
0.006 -0.016 0.018
0.091 -0.066 -0.063
-0.578 0.321 0.752
0.076 -0.097 -0.143
-0.307 0.722 0.908
0.113 0.293 -0.137
-0.090 0.114 -0.007
0.079 -0.161 0.020
0.030 0.159 -0.025
-0.058 -0.010 0.022
0.345 -0.362 -0.076
-0.319 -0.326 0.601
-0.067 0.079 -0.023
0.075 0.107 -0.043
-0.279 -1.130 1.284
-0.009 -0.022 0.005
-0.012 -0.006 0.004
-0.024 0.001 0.000
-0.007 -0.023 0.004
-0.031 0.013 -0.019
0.050 0.033 -0.035
-0.189 0.580 -0.214
0.348 -0.109 -0.697
0.289 -0.525 -1.339
-0.056 0.115 0.367
-0.214 -0.127 -0.244
-0.095 0.081 0.180
-0.038 0.126 0.393
0.032 0.068 0.203
-0.094 -0.196 0.035
0.246 0.877 -0.391
-0.090 -0.104 0.081
-0.025 -0.179 0.015
-0.123 -0.012 -0.074
-0.043 -0.054 0.012
0.029 -0.031 -0.015
0.114 -0.019 0.005
-0.058 0.047 -0.034
0.014 -0.058 0.005
-0.055 -0.047 0.047
0.041 0.041 0.015
0.026 -0.012 0.052

***

No. 3
Molecular formula: C47H55ClGaN5O6SSe
Method: DFT, wB97M-V/def2-TZVPD

Values from the calculation:
HOMO level, eV: -7.8
Total charge: 0
LUMO energy, Ha: -0.01449

Positions of all 117 atoms, in Å:
Ga 10.1817 12.3794 15.9030
C 9.6698 15.2883 12.4872
C 10.6468 14.1290 12.4784
C 12.0198 14.3695 13.1007
C 13.1270 14.5154 12.3110
C 14.4707 14.6297 12.7558
C 14.6109 14.3559 14.1353
C 13.5493 14.1477 14.9873
C 13.8200 13.8605 16.4525
C 13.8796 15.1961 17.2680
C 12.2816 14.2506 14.4780
N 11.1270 14.1411 15.3505
C 10.4855 15.2069 15.8430
C 9.3261 14.9462 16.5668
C 8.4058 15.7870 17.2038
C 7.3966 14.9877 17.6840
C 7.6618 13.6993 17.2423
N 8.8466 13.6660 16.5314
H 8.7497 15.1064 11.9076
H 10.1268 16.1718 12.0182
H 9.4175 15.5606 13.4899
H 10.7716 13.8429 11.4374
H 10.1466 13.3186 12.9811
H 12.9630 14.6784 11.2289
H 15.3003 14.8240 12.0708
H 15.6197 14.3847 14.5248
H 14.7753 13.3927 16.4110
H 13.1739 13.1797 16.9247
H 14.4937 15.8870 16.6998
H 14.2818 15.2038 18.2623
H 12.8951 15.6221 17.3270
H 10.8121 16.2058 15.6607
H 8.5982 16.7750 17.4792
H 6.5228 15.3161 18.2513
H 7.1794 12.7660 17.4155
Cl 10.8067 6.5387 11.6481
C 10.3920 7.9488 12.5560
C 9.0852 8.2649 12.7899
C 8.7430 9.4506 13.3818
C 9.7170 10.2920 13.9888
O 9.2778 11.3649 14.5934
C 11.0430 9.8706 13.9031
C 12.0850 10.5530 14.5974
O 11.8637 11.5410 15.2740
C 11.4147 8.6761 13.1916
H 8.3648 7.6103 12.3944
H 7.7242 9.8045 13.4467
H 13.1111 10.1878 14.6538
H 12.4788 8.3632 13.0413
C 17.3913 12.3627 9.9602
C 16.5970 11.9199 11.1320
C 15.0647 12.0326 10.9050
C 14.2123 11.4661 12.0257
N 14.4834 10.0322 12.0359
C 15.2934 9.4680 12.9509
Se 16.0666 10.3144 14.3884
N 15.3978 8.1487 12.6709
C 16.4323 7.3214 13.2484
C 17.7320 7.3793 12.4648
C 17.5583 7.0161 10.9786
C 17.3317 8.1977 9.9761
C 14.5357 7.8495 11.5848
C 14.1803 6.6545 10.9857
C 13.3109 6.7045 9.9026
C 12.7299 7.9350 9.5031
C 13.0340 9.1287 10.1426
C 13.9551 9.0849 11.1930
H 18.4396 12.2735 10.1663
H 17.1733 13.3469 9.6261
H 17.1854 11.7199 9.1102
H 16.7998 12.6020 11.9775
H 16.9142 10.9047 11.5505
H 14.8500 11.4691 9.9892
H 14.7654 13.0524 10.6632
H 13.1401 11.6445 11.8873
H 14.5112 11.7695 13.0055
H 16.1345 6.2723 13.2963
H 16.5516 7.6733 14.2610
H 18.4236 6.7498 12.9994
H 18.1546 8.3831 12.4338
H 16.7695 6.3279 10.8995
H 18.4693 6.5510 10.5692
H 16.4831 8.8475 10.2027
H 17.2016 7.8082 8.9199
H 18.2342 8.7849 9.9478
H 14.5893 5.6959 11.3022
H 13.0403 5.7608 9.4693
H 11.9433 7.8794 8.7375
H 12.6392 10.1051 9.8308
C 16.1798 8.0307 17.8882
C 15.5709 8.7674 19.0791
C 15.4943 10.1844 18.9882
C 14.8371 10.9479 19.9246
C 14.2064 10.2705 20.9841
C 14.2682 8.8629 21.0653
C 14.9759 8.1161 20.1167
S 13.2085 11.1085 22.2217
O 13.2550 10.2845 23.4339
O 13.6370 12.4744 22.2246
N 11.6422 11.0337 21.7215
C 11.1833 11.6425 20.5142
C 11.2808 10.7287 19.3166
C 10.7886 11.3516 18.0657
O 9.9964 10.7744 17.2858
O 11.2626 12.4619 17.6806
H 15.7541 7.0140 17.7404
H 17.2398 7.9429 18.0341
H 15.9325 8.4923 16.9168
H 15.9174 10.6080 18.0755
H 14.7119 12.0271 19.8517
H 13.7578 8.4118 21.9500
H 15.0317 7.0248 20.1261
H 11.2863 10.1064 21.9658
H 11.6041 12.6143 20.3569
H 10.1112 11.8862 20.5976
H 10.7503 9.8506 19.5216
H 12.3259 10.4218 19.0965

Forces on the atoms, in the same order (eV/Å):
0.176 0.156 0.637
0.226 0.918 -0.844
0.103 0.403 -0.061
-0.097 -0.637 0.602
1.610 1.264 -2.249
-2.068 -0.791 1.587
1.509 0.805 -1.789
-0.242 -0.070 0.921
0.782 1.899 -0.107
0.173 -0.347 -1.313
-2.191 0.227 0.034
-0.558 1.382 0.208
1.645 -2.540 -1.165
-1.136 0.352 -0.225
1.150 -0.816 0.092
-1.255 -0.278 0.210
1.778 -0.491 -0.847
-1.586 0.071 1.279
0.327 -0.275 0.367
-0.026 -0.113 0.140
-0.398 0.207 0.626
0.292 -0.236 -0.097
-0.002 -0.641 0.260
-0.033 -0.288 0.501
-0.329 -0.091 0.421
0.066 -0.216 0.307
1.036 -0.359 0.425
-1.118 -0.776 0.180
0.106 0.301 -0.100
0.226 -0.683 0.561
-0.580 0.221 0.024
0.458 0.616 -0.080
0.066 1.504 0.033
0.416 -0.244 -0.204
-0.583 -0.297 0.095
-0.373 -0.315 0.123
2.994 0.205 1.431
-0.566 1.219 -0.259
0.140 0.422 0.495
-1.411 -0.187 -0.247
0.142 0.242 -0.295
1.724 -1.564 -0.641
-0.351 -0.695 0.026
0.667 1.140 0.708
-0.920 0.027 -0.906
-1.077 -0.583 -0.422
-0.128 -0.245 0.091
0.241 -0.338 -0.518
-1.169 0.431 0.463
0.188 -1.178 -0.711
-0.918 0.026 2.237
0.561 -0.265 -0.725
0.056 -0.680 -0.920
-0.811 0.394 0.431
0.408 -0.120 0.470
0.109 0.020 0.113
-1.041 -0.226 -0.966
0.176 -0.419 -0.142
-0.130 0.903 -0.888
1.204 0.920 -0.741
-0.237 -0.997 -0.419
0.032 0.885 0.508
0.331 -0.213 -0.482
0.135 1.088 0.624
-0.190 -0.925 -0.173
0.330 0.617 0.056
0.469 -1.735 -0.342
0.667 0.121 0.057
-0.231 1.076 -0.040
0.010 -0.247 -0.309
0.124 -0.240 -0.105
-0.508 1.202 -0.913
-0.198 -0.094 -0.016
0.211 0.078 0.182
0.145 -0.062 -0.046
0.105 0.742 0.533
-0.451 0.088 -0.096
0.207 0.063 0.332
0.438 -0.386 -0.065
-0.001 0.235 0.628
-0.988 -1.146 -0.359
-0.262 -0.206 0.475
0.083 -0.086 0.039
-0.015 0.275 1.231
0.317 0.485 0.075
-0.056 0.283 0.032
-0.270 -0.058 -0.409
0.554 0.318 0.244
-0.088 -0.614 0.085
-1.144 -0.587 -0.093
0.035 1.228 -1.898
0.279 -0.850 -0.592
-0.663 -0.076 0.714
0.049 -1.108 -0.124
-0.322 0.512 1.091
-0.602 -0.285 0.777
0.728 -1.098 1.020
-0.249 1.107 -1.658
-0.281 0.036 -0.084
0.581 -0.585 1.187
-1.380 0.173 -0.601
1.572 0.553 -0.461
0.518 0.505 -0.769
-0.763 -0.424 -0.241
-0.127 0.264 0.624
0.313 0.410 0.631
0.621 -0.051 -0.259
0.425 0.385 0.547
-0.065 0.233 0.384
0.238 -0.202 -0.082
0.558 0.157 -0.960
-0.199 0.330 0.319
-0.098 0.492 -0.223
0.847 0.371 -0.012
0.173 -0.164 0.426
-0.933 -1.404 0.168
-0.433 0.257 0.206

***

No. 4
Molecular formula: C7H14BF2NO4
Method: DFT, wB97M-V/def2-TZVPD

Values from the calculation:
HOMO level, eV: -8.9
Total charge: 0
SMILES string: [NH3+][C@@](CCCCB(O)O)(C(=O)[O-])C(F)F
LUMO energy, Ha: -0.00154
Energy above the lowest of the compared OMol25 structures with the same formula, charge and spin, kcal per mole: 10.9

Positions of all 29 atoms, in Å:
N -0.0357 -2.4184 1.7917
C 0.1413 -1.8174 0.4482
C -0.7456 -0.6105 0.1847
C -0.4113 0.7028 0.9323
C 0.8105 1.5457 0.4230
C 0.8260 1.8566 -1.0460
B -0.3782 2.9350 -1.3760
O -1.5597 2.8180 -0.6437
O -0.2031 3.9332 -2.3410
C 1.6111 -1.4240 0.1637
O 2.3520 -1.3022 1.1341
O 1.8662 -1.2222 -1.0359
C -0.3052 -2.9281 -0.5284
F 0.0896 -4.1395 -0.0922
F -1.6827 -2.8946 -0.5681
H 0.1215 -1.7679 2.5538
H -0.9732 -2.7867 1.8526
H 0.5943 -3.2075 1.8756
H -1.7929 -0.8854 0.3989
H -0.7388 -0.4277 -0.8955
H -0.1922 0.4458 1.9878
H -1.2953 1.3481 0.9787
H 1.7391 1.0738 0.7259
H 0.8229 2.4895 0.9604
H 1.6900 2.4480 -1.3305
H 0.7273 0.9930 -1.6971
H -2.2493 3.4694 -0.8360
H -0.9380 4.5579 -2.5034
H 0.1092 -2.7846 -1.5176

Forces on the atoms, in the same order (eV/Å):
-0.157 0.102 0.187
-0.100 -0.077 -1.821
-0.816 0.863 0.322
0.778 -0.032 0.571
-0.154 -0.783 0.675
-2.072 2.175 -0.948
0.112 -0.383 -0.257
0.124 0.452 -0.477
-0.417 -0.269 0.493
0.965 0.194 -1.212
0.034 -0.331 1.629
-0.750 -0.274 0.111
0.047 1.450 -0.146
-0.103 -0.775 0.496
0.110 -0.916 -0.082
0.377 0.302 -0.009
-0.613 -0.111 0.200
0.503 -0.047 0.171
0.316 0.158 0.089
0.195 -0.139 0.153
-0.018 0.112 -0.206
0.188 -0.393 -0.224
0.084 -0.355 -0.065
-0.270 0.182 0.304
0.571 -0.401 -0.029
0.315 -0.169 -0.017
0.293 -0.149 -0.026
0.543 -0.662 0.284
-0.087 0.276 -0.165

***

We obtain electronic energy values of -1010.11948, -7671.70445, -7733.91353, -855.52221 Eh for the records listed above, in that order.